--- A ---
Below is C20H31N5O4 in the gas phase, with properties calculated with ωB97M-V/def2-TZVPD.

Geometry as ORCA input:
```
! RIJCOSX wB97M-V def2-TZVPD def2/J DEFGRID3
* xyz 0 1
C -2.23 2.58 -0.29
N -1.26 2.19 -1.31
C -0.32 1.13 -0.96
C 1.06 1.68 -0.61
O 0.98 2.72 0.36
C 1.98 0.62 -0.04
N 1.49 0.08 1.21
C 0.80 -1.09 1.26
O 0.59 -1.77 0.27
C 0.30 -1.48 2.59
C 0.46 -0.91 3.87
N -0.17 -1.60 4.80
N -0.75 -2.62 4.14
C -1.54 -3.60 4.87
C -0.97 -5.00 4.72
C 0.44 -5.27 5.28
C -0.08 -6.64 5.77
C -1.52 -6.10 5.65
C -0.50 -2.59 2.82
C -1.52 2.58 -2.59
O -2.45 3.32 -2.85
C -0.61 2.06 -3.68
C -0.59 2.99 -4.90
C 0.08 4.33 -4.59
C 1.59 4.18 -4.51
C 2.13 3.70 -5.86
C 1.36 2.53 -6.45
O 1.85 1.82 -7.31
N 0.08 2.34 -6.02
H -2.55 3.60 -0.46
H -3.12 1.94 -0.31
H -1.77 2.50 0.69
H -0.72 0.60 -0.10
H -0.23 0.40 -1.76
H 1.54 2.08 -1.52
H 0.39 3.40 0.01
H 2.08 -0.21 -0.74
H 2.97 1.06 0.13
H 1.50 0.68 2.02
H 1.02 -0.03 4.16
H -1.50 -3.28 5.91
H -2.58 -3.55 4.54
H -1.04 -5.32 3.68
H 1.27 -5.26 4.58
H 0.67 -4.60 6.11
H 0.11 -7.43 5.04
H 0.25 -6.99 6.75
H -1.86 -5.67 6.60
H -2.29 -6.76 5.27
H -0.88 -3.32 2.14
H 0.41 1.89 -3.33
H -1.00 1.08 -3.99
H -1.63 3.18 -5.19
H -0.18 5.04 -5.38
H -0.34 4.72 -3.66
H 2.05 5.14 -4.25
H 1.87 3.48 -3.72
H 2.06 4.50 -6.59
H 3.17 3.40 -5.81
H -0.37 1.55 -6.45
*
```

Properties
HOMO level: -9.402 eV
orbital gap: 9.9 eV

=====

--- B ---
Below is C20H31N5O4 in the gas phase, with properties calculated with ωB97M-V/def2-TZVPD.

Geometry as ORCA input:
```
! RIJCOSX wB97M-V def2-TZVPD def2/J DEFGRID3
* xyz 0 1
C 1.92 4.21 -2.13
C 1.83 2.75 -1.71
C 0.39 2.32 -1.43
C 2.75 2.47 -0.51
N 3.46 1.21 -0.57
N 2.75 0.02 -0.31
C 3.51 -1.00 -0.87
C 3.11 -2.41 -0.59
C 3.37 -3.34 -1.77
O 4.27 -4.15 -1.78
N 2.50 -3.21 -2.80
C 1.59 -2.14 -3.22
C 1.77 -2.62 -4.68
C 2.58 -1.68 -5.55
N 1.92 -0.40 -5.79
C 0.92 -0.34 -6.84
C 2.35 0.68 -5.08
O 3.17 0.56 -4.17
C 1.77 2.04 -5.42
C 2.74 3.23 -5.48
O 2.44 4.17 -6.19
N 3.83 3.20 -4.70
C 4.70 4.34 -4.66
C 6.06 4.15 -4.09
C 5.90 4.38 -5.56
C 2.63 -3.79 -4.13
C 4.50 -0.49 -1.62
C 4.45 0.96 -1.50
O 5.06 1.84 -2.08
H 1.57 4.87 -1.33
H 2.95 4.48 -2.36
H 1.31 4.41 -3.01
H 2.22 2.14 -2.53
H -0.04 2.90 -0.62
H -0.24 2.47 -2.31
H 0.34 1.26 -1.16
H 3.54 3.23 -0.47
H 2.20 2.52 0.44
H 2.53 -0.09 0.67
H 3.69 -2.81 0.25
H 2.05 -2.44 -0.33
H 0.58 -2.25 -2.82
H 1.96 -1.13 -3.02
H 0.85 -2.93 -5.17
H 3.53 -1.47 -5.07
H 2.78 -2.14 -6.52
H 0.06 0.24 -6.54
H 1.32 0.07 -7.77
H 0.58 -1.35 -7.04
H 1.25 2.06 -6.37
H 1.03 2.27 -4.64
H 4.00 2.42 -4.08
H 4.18 5.27 -4.48
H 6.47 4.95 -3.48
H 6.32 3.16 -3.74
H 6.03 3.54 -6.22
H 6.18 5.34 -5.98
H 3.66 -3.83 -4.49
H 2.19 -4.79 -4.22
H 5.19 -1.03 -2.25
*
```

Properties
HOMO level: -8.664 eV
orbital gap: 9.0 eV

=====

Which of them is the least stable? Correct choice: B.

=====

--- A ---
Below is a gas-phase ion, C5H10NO (charge +1), with properties calculated with ωB97M-V/def2-TZVPD.

Geometry as ORCA input:
```
! RIJCOSX wB97M-V def2-TZVPD def2/J DEFGRID3
* xyz 1 1
C 1.82 -1.56 -0.03
C 1.35 -0.33 -0.09
O 1.66 0.83 0.38
C 0.90 1.91 -0.05
C -0.57 1.37 -0.24
C -0.43 -0.11 -0.64
N -0.96 -1.15 0.29
H 2.90 -1.61 0.39
H 1.27 -2.40 -0.40
H 1.14 2.15 -1.19
H 1.02 2.78 0.57
H -1.23 1.37 0.74
H -1.09 2.04 -0.93
H -0.39 -0.39 -1.69
H -0.23 -1.98 0.21
H -1.86 -1.40 -0.02
H -0.94 -0.77 1.18
*
```

Properties
HOMO level: -13.492 eV
orbital gap: 10.1 eV

=====

--- B ---
Below is a gas-phase ion, C5H10NO (charge +1), with properties calculated with ωB97M-V/def2-TZVPD.

Geometry as ORCA input:
```
! RIJCOSX wB97M-V def2-TZVPD def2/J DEFGRID3
* xyz 1 1
C -2.06 -1.42 -0.77
C -1.01 -1.24 0.04
C -0.71 0.06 0.73
C 0.40 0.89 -0.13
N 1.40 1.26 0.97
C 1.26 0.05 -1.18
O 2.49 -0.03 -1.18
H -3.00 -1.00 -0.53
H -2.16 -2.30 -1.43
H -0.24 -2.08 0.10
H -0.18 -0.32 1.61
H -1.63 0.64 0.90
H 0.01 1.71 -0.72
H 2.20 0.72 0.76
H 1.57 2.30 1.01
H 0.96 1.02 1.89
H 0.71 -0.26 -2.06
*
```

Properties
HOMO level: -13.594 eV
orbital gap: 9.8 eV

=====

Which of them is the least stable? Correct choice: A.